{"formula": "C28H38N2O3", "method": "wB97M-V/def2-TZVPD", "species": ["O", "C", "C", "C", "C", "C", "O", "C", "C", "C", "N", "C", "C", "C", "C", "C", "C", "C", "C", "C", "C", "C", "C", "N", "C", "C", "C", "C", "C", "C", "C", "O", "C", "H", "H", "H", "H", "H", "H", "H", "H", "H", "H", "H", "H", "H", "H", "H", "H", "H", "H", "H", "H", "H", "H", "H", "H", "H", "H", "H", "H", "H", "H", "H", "H", "H", "H", "H", "H", "H", "H"], "positions_angstrom": [[-2.503, 4.835, -3.041], [-2.265, 4.698, -1.852], [-2.227, 3.340, -1.228], [-1.396, 2.379, -1.788], [-1.314, 1.102, -1.260], [-2.091, 0.755, -0.159], [-2.093, -0.449, 0.467], [-1.394, -1.555, -0.088], [0.076, -1.582, 0.334], [0.733, -2.866, -0.161], [0.055, -4.025, 0.385], [0.756, -5.266, 0.110], [1.987, -5.438, 1.012], [2.516, -6.837, 0.891], [3.489, -7.149, -0.050], [3.949, -8.446, -0.188], [3.439, -9.453, 0.614], [2.467, -9.153, 1.554], [2.009, -7.855, 1.689], [-1.325, -4.055, -0.062], [-2.067, -2.821, 0.439], [-2.966, 1.707, 0.374], [-3.037, 2.977, -0.155], [-2.030, 5.758, -1.041], [-1.973, 7.087, -1.628], [-0.779, 7.872, -1.078], [0.382, 6.915, -0.823], [0.031, 5.906, 0.285], [0.796, 4.598, 0.053], [0.651, 3.575, 1.175], [1.439, 2.301, 0.869], [1.227, 1.288, 1.821], [-1.496, 5.692, 0.297], [-0.799, 2.639, -2.650], [-0.645, 0.390, -1.718], [-1.475, -1.534, -1.184], [0.126, -1.551, 1.423], [0.617, -0.720, -0.057], [1.772, -2.879, 0.170], [0.725, -2.883, -1.268], [0.069, -6.091, 0.317], [1.059, -5.344, -0.950], [2.762, -4.725, 0.730], [1.683, -5.231, 2.039], [3.893, -6.366, -0.677], [4.708, -8.673, -0.923], [3.798, -10.466, 0.508], [2.067, -9.934, 2.184], [1.252, -7.625, 2.425], [-1.801, -4.950, 0.344], [-1.393, -4.102, -1.166], [-2.042, -2.797, 1.528], [-3.108, -2.851, 0.115], [-3.588, 1.415, 1.206], [-3.741, 3.687, 0.255], [-2.911, 7.617, -1.424], [-1.887, 6.951, -2.709], [-0.489, 8.636, -1.800], [-1.045, 8.380, -0.149], [1.282, 7.469, -0.554], [0.589, 6.374, -1.749], [0.321, 6.313, 1.259], [1.855, 4.837, -0.068], [0.449, 4.150, -0.881], [0.999, 3.997, 2.120], [-0.398, 3.293, 1.300], [1.169, 1.945, -0.137], [2.513, 2.499, 0.887], [0.285, 1.082, 1.849], [-1.978, 6.477, 0.887], [-1.739, 4.737, 0.753]], "homo_energy_ev": -8.589, "relative_energy_kcal_mol": 4.39, "e_tot_ev": -38776.261, "smiles": "O=C(c1ccc(OC2CCN(CCc3ccccc3)CC2)cc1)N1CCC[C@H](CCCO)C1", "charge": 0, "e_lumo_ha": 0.02832}

{"formula": "C19H18N2O3S2", "method": "wB97M-V/def2-TZVPD", "species": ["C", "C", "C", "C", "C", "C", "N", "C", "S", "C", "C", "O", "O", "N", "C", "S", "C", "C", "C", "C", "O", "C", "C", "C", "C", "C", "H", "H", "H", "H", "H", "H", "H", "H", "H", "H", "H", "H", "H", "H", "H", "H", "H", "H"], "positions_angstrom": [[-4.789, -2.724, -1.853], [-3.912, -2.411, -0.681], [-4.242, -2.822, 0.604], [-3.420, -2.527, 1.678], [-2.255, -1.807, 1.490], [-1.925, -1.388, 0.210], [-0.722, -0.650, -0.001], [-0.784, 0.649, -0.384], [-2.388, 1.345, -0.553], [-1.933, 3.095, -0.726], [-1.836, 3.804, 0.602], [-2.126, 4.955, 0.772], [-1.366, 3.016, 1.570], [0.242, 1.399, -0.625], [1.447, 0.825, -0.453], [2.934, 1.661, -0.723], [3.833, 0.230, -0.273], [3.032, -0.815, 0.056], [1.649, -0.486, -0.042], [0.507, -1.328, 0.206], [0.509, -2.492, 0.543], [3.574, -2.141, 0.482], [5.046, -2.265, 0.093], [5.814, -1.012, 0.509], [5.322, 0.200, -0.285], [-2.737, -1.694, -0.870], [-5.163, -1.802, -2.296], [-4.226, -3.256, -2.617], [-5.636, -3.335, -1.554], [-5.150, -3.385, 0.765], [-3.688, -2.861, 2.669], [-1.604, -1.574, 2.318], [-0.949, 3.105, -1.202], [-2.674, 3.583, -1.356], [-1.289, 3.508, 2.403], [2.977, -2.937, 0.036], [3.462, -2.232, 1.567], [5.478, -3.146, 0.571], [5.128, -2.394, -0.988], [6.883, -1.149, 0.340], [5.659, -0.834, 1.575], [5.722, 1.125, 0.135], [5.675, 0.135, -1.320], [-2.452, -1.377, -1.862]], "homo_energy_ev": -7.902, "relative_energy_kcal_mol": 0.00, "e_tot_ev": -50790.261, "smiles": "Cc1cccc(-n2c(SCC(=O)O)nc3sc4c(c3c2=O)CCCC4)c1", "charge": 0, "e_lumo_ha": 0.01717}

{"formula": "C5H9P", "method": "wB97M-V/def2-TZVPD", "species": ["C", "C", "C", "C", "C", "P", "H", "H", "H", "H", "H", "H", "H", "H", "H"], "positions_angstrom": [[0.665, -0.167, -0.586], [1.754, 0.585, -0.869], [-0.700, 0.139, -0.430], [-1.647, 0.845, -1.331], [0.222, -1.673, 1.795], [-0.346, -1.559, 0.065], [2.828, 0.148, -0.666], [1.648, 1.566, -1.190], [-0.152, 1.298, 1.530], [-2.736, 0.564, -1.237], [-1.299, 0.916, -2.440], [-1.432, 1.918, -0.978], [0.343, -0.569, 1.997], [1.325, -1.883, 1.870], [-0.473, -2.127, 2.470]], "homo_energy_ev": [-7.772, -8.563], "relative_energy_kcal_mol": 127.68, "e_tot_ev": -14612.783, "charge": 0, "e_lumo_ha": [-0.02333, -0.02680]}

What did the first record say?
{"formula": "C28H38N2O3", "method": "wB97M-V/def2-TZVPD", "species": ["O", "C", "C", "C", "C", "C", "O", "C", "C", "C", "N", "C", "C", "C", "C", "C", "C", "C", "C", "C", "C", "C", "C", "N", "C", "C", "C", "C", "C", "C", "C", "O", "C", "H", "H", "H", "H", "H", "H", "H", "H", "H", "H", "H", "H", "H", "H", "H", "H", "H", "H", "H", "H", "H", "H", "H", "H", "H", "H", "H", "H", "H", "H", "H", "H", "H", "H", "H", "H", "H", "H"], "positions_angstrom": [[-2.503, 4.835, -3.041], [-2.265, 4.698, -1.852], [-2.227, 3.340, -1.228], [-1.396, 2.379, -1.788], [-1.314, 1.102, -1.260], [-2.091, 0.755, -0.159], [-2.093, -0.449, 0.467], [-1.394, -1.555, -0.088], [0.076, -1.582, 0.334], [0.733, -2.866, -0.161], [0.055, -4.025, 0.385], [0.756, -5.266, 0.110], [1.987, -5.438, 1.012], [2.516, -6.837, 0.891], [3.489, -7.149, -0.050], [3.949, -8.446, -0.188], [3.439, -9.453, 0.614], [2.467, -9.153, 1.554], [2.009, -7.855, 1.689], [-1.325, -4.055, -0.062], [-2.067, -2.821, 0.439], [-2.966, 1.707, 0.374], [-3.037, 2.977, -0.155], [-2.030, 5.758, -1.041], [-1.973, 7.087, -1.628], [-0.779, 7.872, -1.078], [0.382, 6.915, -0.823], [0.031, 5.906, 0.285], [0.796, 4.598, 0.053], [0.651, 3.575, 1.175], [1.439, 2.301, 0.869], [1.227, 1.288, 1.821], [-1.496, 5.692, 0.297], [-0.799, 2.639, -2.650], [-0.645, 0.390, -1.718], [-1.475, -1.534, -1.184], [0.126, -1.551, 1.423], [0.617, -0.720, -0.057], [1.772, -2.879, 0.170], [0.725, -2.883, -1.268], [0.069, -6.091, 0.317], [1.059, -5.344, -0.950], [2.762, -4.725, 0.730], [1.683, -5.231, 2.039], [3.893, -6.366, -0.677], [4.708, -8.673, -0.923], [3.798, -10.466, 0.508], [2.067, -9.934, 2.184], [1.252, -7.625, 2.425], [-1.801, -4.950, 0.344], [-1.393, -4.102, -1.166], [-2.042, -2.797, 1.528], [-3.108, -2.851, 0.115], [-3.588, 1.415, 1.206], [-3.741, 3.687, 0.255], [-2.911, 7.617, -1.424], [-1.887, 6.951, -2.709], [-0.489, 8.636, -1.800], [-1.045, 8.380, -0.149], [1.282, 7.469, -0.554], [0.589, 6.374, -1.749], [0.321, 6.313, 1.259], [1.855, 4.837, -0.068], [0.449, 4.150, -0.881], [0.999, 3.997, 2.120], [-0.398, 3.293, 1.300], [1.169, 1.945, -0.137], [2.513, 2.499, 0.887], [0.285, 1.082, 1.849], [-1.978, 6.477, 0.887], [-1.739, 4.737, 0.753]], "homo_energy_ev": -8.589, "relative_energy_kcal_mol": 4.39, "e_tot_ev": -38776.261, "smiles": "O=C(c1ccc(OC2CCN(CCc3ccccc3)CC2)cc1)N1CCC[C@H](CCCO)C1", "charge": 0, "e_lumo_ha": 0.02832}